No. 1
This record from OMol25 describes C61H69N10OP2Si2Y as an isolated structure. The level of theory is ωB97M-V/def2-TZVPD.

```
146
Properties=species:S:1:pos:R:3
C 5.13717 -1.48209 2.63274
C -1.62071 -4.58089 -1.43695
H 0.69484 5.53201 2.82184
H 2.48590 -5.23655 0.08840
C 3.88705 -0.06924 -3.02973
C 4.15459 2.24205 -0.69443
C 5.13490 -0.41805 -3.53919
N -0.88142 -2.27205 -2.17168
C 0.91272 5.16248 4.91798
N -1.16948 -2.00719 1.50276
C 2.02230 -3.18670 -0.35538
C -2.69117 -5.45720 -1.46866
H 2.94947 0.07133 5.55931
C 5.48331 -1.64707 -1.47375
H -1.18059 1.40138 -1.79031
C -1.54196 -1.35125 -2.81741
H 3.17440 2.52294 -1.06850
N 1.88723 -3.25507 -1.68129
H 3.16927 4.38922 1.03577
H 5.97225 -0.88166 3.00501
H -3.29506 3.58337 0.27735
H -2.22917 2.67692 4.67526
C -2.95832 -1.21084 0.12723
C 1.89466 0.77399 -2.56699
H 2.92978 -4.08210 1.36555
C -0.67586 -1.26810 4.36845
H 3.46216 1.98580 4.55265
N -2.28070 -0.08802 -0.24877
C -2.96978 -3.03006 -2.70066
C 4.31207 5.23063 4.11304
C -1.25390 5.23942 1.01101
C -1.90421 -3.28006 4.77192
C 0.59632 2.48316 4.28603
Y 0.20766 -0.03225 0.51298
H -2.27237 -4.24179 4.42963
C -4.43140 0.02561 -0.99635
H -0.12226 -0.28778 -3.88655
C 0.36451 5.97245 -1.11175
H 1.48264 4.17976 -0.64070
H 1.69236 -2.37821 4.25970
H 0.22811 -3.25445 2.43241
H -2.02342 -1.24272 7.47585
C 3.95259 5.36478 2.77247
C -0.82352 -2.99912 2.52474
C -3.84311 3.10360 1.09221
N 2.12782 -0.02993 -1.57342
H 5.30900 -2.51481 2.95540
H 0.48415 1.43529 4.03818
C -0.96133 -0.03406 -3.23595
H -2.96794 -2.98968 1.33187
H -2.94728 1.65340 -1.27313
H 1.00834 6.26160 -1.93402
H -0.70815 -4.83038 -0.90928
H -4.03399 0.13767 1.91905
C -1.76624 -3.34675 -2.07022
N -1.12643 1.89078 1.62649
C 2.50293 -2.49308 3.53585
H 4.70791 6.07858 4.65944
H -1.89281 4.97149 1.84443
H 0.81453 2.46375 -1.94229
C 0.96252 4.20832 5.92109
C -3.89197 -5.12139 -2.11607
H -2.21131 4.18719 3.77682
C -2.22061 -2.83620 6.05200
C 0.81910 2.86318 5.59999
C 0.52629 3.43904 3.26718
H -2.37195 7.01689 0.58517
C -1.52752 6.39972 0.30336
N 2.89050 0.77867 -3.49460
P 0.16920 2.85097 1.56692
H 1.04466 6.21061 5.15793
H 4.39389 3.90300 5.79542
C -0.17587 4.42074 0.66790
C -4.28408 -1.18503 -0.30719
H 5.21614 2.88104 -2.45029
C 5.49554 1.36854 1.07926
H 5.58908 1.00795 2.09558
C -4.05221 -3.90018 -2.74449
H -5.03383 -1.93822 -0.11035
C 6.64006 1.55169 0.31900
H 2.91914 1.34762 -4.32190
H -2.82886 -3.45297 6.70223
H -4.71002 -5.83075 -2.11726
C -0.71974 6.76728 -0.76634
C -1.77087 -1.59949 6.48535
C 5.29723 2.44393 -1.46040
C 0.63240 4.80855 -0.39621
H -0.05380 -0.65149 3.72821
H 7.43174 2.23632 -1.55991
H -5.32758 0.43043 -1.44389
C 3.62700 2.92380 4.04374
C 4.23345 -1.31219 -0.99661
H -0.93216 7.67341 -1.32066
H -0.64553 0.15292 5.96497
H 1.12626 4.50891 6.94876
C 0.67759 1.63022 -2.63447
C -2.70788 3.21700 3.85520
H 5.48796 -0.04961 -4.49424
C -1.13074 -2.50478 3.91816
C 0.70621 4.77730 3.59843
H 3.15404 -3.30139 3.88889
C -3.55053 0.60686 2.77654
H -2.84670 -0.10836 3.21629
C 2.88407 -4.24064 0.29397
H 5.17989 -1.45390 1.54015
Si 3.47368 -0.91769 3.32743
H 6.15261 -2.22899 -0.85053
H 0.88280 2.11611 6.38185
H 3.90917 -1.59089 -0.00324
C 4.23431 1.68674 0.57433
C 1.39404 2.03014 0.73482
H -2.60807 -6.41990 -0.97934
H 1.15350 -2.68421 -2.10307
Si -2.70351 2.19109 2.28554
C 4.14002 4.01161 4.74741
C -2.35272 -2.14102 1.02261
H 2.24302 -4.05421 -2.17529
H 2.07857 -2.77375 2.57504
C 3.28880 3.03930 2.70510
N 2.57704 0.18459 2.37270
H -1.68942 0.50383 -3.84968
H 4.65280 0.35620 5.14253
H 7.61019 1.29391 0.72835
H -4.55606 2.40246 0.65337
C -0.99389 -0.81674 5.63757
H 6.91092 -1.50723 -3.08178
C 3.83273 -0.36336 5.07915
H -3.75351 3.39466 4.13272
C 3.41078 -0.53471 -1.80793
C 6.54166 2.08755 -0.96092
O 1.51470 -2.27787 0.31139
H -3.50824 -1.13189 -3.52006
H 3.89407 -4.18828 -0.12125
H -4.32556 0.81731 3.52430
H -1.39876 -3.91533 2.35775
H 0.54563 2.03343 -3.64668
N -2.78721 -1.74591 -3.18086
H 4.12947 -1.24629 5.65710
C 3.44374 4.28053 2.07925
H -4.98532 -3.62952 -3.22344
N -0.44371 0.82682 -2.17143
C 5.92287 -1.22345 -2.74126
C -3.17941 0.65330 -0.92328
P 2.74287 1.61126 1.66108
H 4.07152 6.31825 2.27024
H -4.41268 3.88155 1.61464
```

Calculated values
HOMO energy   -6.954 eV
Frontier orbital gap   7.15 eV
Energy relative to the best compared isomer or geometry (same formula, charge and spin)   15.0 kcal/mol
E   -4289.07018 a.u.

***

No. 2
This record from OMol25 describes a 7-piece molecular cluster, C61H73BBrN3O27P overall. The level of theory is ωB97M-V/def2-TZVPD.

```
167
Properties=species:S:1:pos:R:3
O 1.57495 -12.06601 -2.92247
O 0.95301 -0.06124 -6.08733
C -14.82680 11.75587 5.04472
H 6.93439 -0.40155 2.65912
O -11.96413 7.36397 5.93550
C -0.30422 -2.74420 0.42024
C 3.25921 -4.85197 -1.77328
H 3.18442 1.68301 -1.24910
H -0.14770 -4.82680 -1.24150
O -5.31482 5.82203 3.43637
C 9.06952 -3.22938 -4.18901
C 0.84510 -4.36943 -1.19780
C 2.17153 -9.88604 -3.60917
H 3.23257 -3.76126 -1.64469
H 2.07210 -5.85819 -0.25958
O 1.75897 -10.22631 4.59358
C -3.41802 3.42753 1.47493
H -13.64211 12.79919 8.19729
H 1.39117 -10.70517 0.08163
C -0.77191 -0.28139 1.13720
C 4.12449 2.12597 0.54658
P 4.90604 -0.42068 1.36744
C -5.27926 5.53815 1.04877
H 5.68575 -10.71110 -1.87978
C 5.76289 -4.62456 -1.55359
O 3.79394 -7.25942 1.56949
H 8.00368 -1.29596 -4.61568
H -5.91782 6.51625 3.09501
H 1.60624 -6.24701 -1.93154
O 2.85822 -8.55830 -0.48919
C 2.55162 -9.03267 0.71092
H 3.90109 -7.33116 -4.01004
H -7.62680 7.32440 2.15182
N 8.31965 -3.34376 -2.11332
C 2.83130 -8.65589 3.21277
H 3.48102 4.28398 -3.48566
H -10.92656 10.78587 6.95864
H 1.74218 -2.75209 -0.12596
H 3.49208 -2.39111 1.36714
H 1.64385 0.04471 -5.40506
H 6.78685 -5.21936 0.27790
C -3.93343 4.12532 2.62096
C 1.33862 0.97419 0.26085
C 3.55209 0.90298 1.34438
C 8.05987 -3.84163 -0.77655
H 6.16616 1.21519 2.67182
C 3.73919 -11.43880 -2.33753
C 2.39743 -11.17019 -2.98265
C 1.80304 -10.12809 0.89869
C -10.83453 6.85663 3.93901
H 9.58100 -3.45350 -5.11067
H 9.00491 -4.21754 -0.37560
C 3.12020 -8.23283 1.86260
O -15.94582 11.93819 4.36897
H 3.41562 -7.76579 -0.34445
C 2.33491 3.17321 -7.21914
H -7.69965 8.87630 5.41131
C 1.04778 1.00593 -6.87062
C -13.64094 12.31292 7.23222
H 3.77990 3.83019 1.66399
H 3.34612 -5.01814 -2.85358
H 1.29837 -4.14002 0.89991
C -12.62105 10.90592 5.43359
H 3.88993 2.61178 -3.16845
H 1.05125 -1.43347 1.45770
H -0.47485 1.82789 0.94475
Br 3.02946 1.46265 3.18441
C -4.73595 4.84689 -0.10352
H 5.94440 -4.80196 -2.61827
O 5.33055 -8.35805 -3.02851
H -3.59491 3.82448 3.60227
H 5.56353 -3.54685 -1.46328
O -9.44027 6.52604 2.05783
O -6.09251 6.43803 0.97666
H 1.12329 1.77898 -3.09179
C 1.52836 -10.56517 2.25200
B 3.39849 3.74950 -1.35357
H -1.07667 -3.41906 0.79743
C 0.27888 1.21199 -7.94682
C 4.51940 -5.37215 -1.08630
C 7.02388 -4.96764 -0.75960
H 3.63941 5.63223 -0.86165
C 5.98940 0.13959 2.72725
H -0.31874 -1.94882 2.41258
O 2.73002 1.70368 -5.41511
O 3.06503 4.87532 -0.69303
C -8.46319 7.76070 3.76799
O -7.39160 7.80251 2.97860
C 0.06730 1.54558 -2.90865
C 0.48202 2.41523 -8.72891
C 3.15613 -8.97836 -3.60657
H 5.01978 1.78705 0.01953
H 5.07267 3.84381 -2.80201
H 0.43786 1.10401 2.24503
C 0.97096 -3.51028 0.06600
H -0.30756 0.91537 -3.72038
H 4.71121 -2.43056 2.67846
H 4.41230 -5.25611 -0.00340
H -5.06482 5.15431 -1.08594
O 3.03731 -7.77018 -4.14214
O 3.83484 -12.63302 -1.77741
H -0.70782 -2.32827 -0.51340
H 7.17171 -1.55955 -2.06357
O -15.79691 13.10408 6.67414
N 4.51751 3.21768 1.34426
H -13.79675 10.52661 3.64193
C 3.99737 -1.80825 2.13593
H -0.48615 0.51694 -8.26248
C 8.25257 -2.09668 -3.93722
H 0.75710 -0.76637 -0.87545
H 3.26329 -1.43038 2.85248
C -12.60850 11.57882 6.79141
H 5.54192 -0.07514 3.70009
C -3.86280 3.85196 0.09278
O -9.91579 8.69547 6.84458
O -11.50557 11.36980 7.48987
C 7.81504 -2.19660 -2.65157
O 0.87451 -11.54747 2.54407
H -16.51083 12.51004 4.92816
O 1.68772 4.43203 -9.09147
C 1.70818 2.42280 -0.02199
H 1.20543 -9.69681 -4.05537
C 0.12984 0.95612 1.21065
H 1.21933 -11.02710 4.43338
C -13.79215 11.02563 4.60051
H -2.74295 2.47822 -0.44058
H -11.73827 7.86808 6.74184
C -9.62105 6.99328 3.16827
O -2.61940 2.50170 1.51420
H 1.84532 0.28131 -1.75043
H 5.27987 3.75053 0.95113
N 3.09665 2.44850 -0.57810
H -1.32431 -0.31100 0.19433
C 9.08762 -3.96839 -3.05059
C -8.52458 8.33005 4.97597
H -0.50074 2.47876 -2.92020
C 1.57128 3.38370 -8.30566
H 0.94787 -3.71294 -2.07006
H 3.11086 3.86016 -6.91232
C 4.72466 -10.53070 -2.34039
C -14.80607 12.45772 6.38860
H 1.01288 4.33156 -9.79449
O -11.61276 10.28861 5.13307
H 1.69258 3.02029 0.89169
H 9.59079 -4.89929 -2.83790
O -3.30621 3.14547 -0.88348
C 1.93377 -5.44655 -1.26486
C 2.08238 -9.75288 3.40462
H 7.73940 -2.99868 -0.16038
C -0.02502 -1.60419 1.41733
C 3.99844 3.62995 -2.78109
C -10.90425 7.43212 5.14823
H 7.49552 -5.84358 -1.21739
O -0.13271 0.91244 -1.65568
C -4.81146 5.12884 2.43770
H 3.23109 -8.07269 4.03006
H -11.65321 6.29488 3.51252
O -0.15640 2.71920 -9.71549
H 2.97754 -13.07828 -1.93253
C -9.75222 8.21528 5.73752
C 2.11300 1.98788 -6.43478
O 2.50227 0.25796 0.71494
C 4.50088 -9.25100 -2.97557
H 4.64778 -6.43750 -1.32242
H -1.53382 -0.14973 1.90887
H 0.99073 2.86535 -0.71332
C 0.98001 0.28488 -1.06889
```

Calculated values
HOMO energy   -9.738 eV
Total charge   +1
Frontier orbital gap   6.24 eV
E   -7504.03101 a.u.

***

No. 3
This record from OMol25 describes C61H77N7O5PRbTe as an isolated structure. The level of theory is ωB97M-V/def2-TZVPD.

```
153
Properties=species:S:1:pos:R:3
H 3.58683 -1.98572 3.15677
H 6.67016 1.85096 0.24813
H -0.69163 -4.24824 -4.78443
C 3.24139 2.32011 -3.88101
C -0.03449 -5.05834 4.03281
H 4.22742 0.27318 7.12826
H 1.90595 1.73469 -6.00650
H 1.44347 -3.95761 2.96777
C 7.08438 4.94492 3.10836
H 2.78060 3.14439 1.94130
C -2.69908 -3.10128 -3.20000
H 7.95211 5.39839 3.57000
H 0.50715 -2.00631 0.17060
H -3.85395 0.29199 2.75303
H -4.79589 3.45892 4.58920
C -0.16789 -2.67654 3.55169
C 1.87798 -1.52144 5.46717
H -4.19063 -3.00064 -5.46905
N -0.01441 5.68745 3.15546
H 4.36992 -3.58471 -0.73571
H -4.20420 -4.73239 -5.84704
C -3.43309 1.84824 4.09460
C 3.39435 0.79042 5.22019
H -4.89055 -4.56191 -0.28679
C -1.69607 -2.19255 -3.14286
H 0.12571 -0.03963 -8.80135
C -2.60196 -1.21456 -0.99546
H -0.79014 2.06226 5.07598
H -1.86671 -5.72109 -3.05838
C -6.16087 -2.13995 -0.73585
H -1.56819 -0.20005 -4.49574
C 5.86117 5.60549 3.11739
C -0.48583 2.18742 -7.34994
C -4.75218 -3.81152 0.49324
C 3.24146 -2.22756 2.15894
N 0.10104 2.45565 4.78271
N 0.13440 3.47647 2.27220
H -2.88052 -3.76658 5.27783
H 5.77091 6.57666 3.58716
H -5.16722 1.95602 5.42755
C -2.79195 -5.57231 -3.61980
H 5.13084 -3.03497 1.55537
H 2.40710 1.05838 3.35020
C 4.11337 -2.81644 1.25445
H -1.10042 2.80244 -6.68893
Rb -0.18662 0.94273 0.40117
N -2.14918 -0.29022 3.77038
C 6.19490 1.75906 1.22413
C -1.92455 -3.80729 4.78015
H -5.54528 2.13204 3.70744
H 1.30563 -2.43437 5.57545
C 3.78220 2.53857 -2.46928
H -3.77050 -1.57048 1.67267
H 4.07859 1.56812 -5.76400
C -4.31612 -0.52873 4.68329
H 0.50730 -1.12790 -7.45529
C 2.76226 -1.15539 6.47361
C 1.39092 1.29548 -5.15802
C 4.85418 3.76105 1.92407
H -6.96759 -2.25283 -0.00556
C 1.96794 1.45399 -3.94200
H -1.66145 -5.89940 5.15357
H -1.77387 -4.88853 -6.02425
H 2.12294 4.18699 -3.90763
C -1.84748 0.15395 -6.93347
H -5.54028 -3.95290 1.23856
H -1.99903 2.12695 2.48863
C 0.11110 0.68691 -5.42922
H -3.78989 -4.00206 0.97491
H 4.11664 1.61285 -2.01158
H 3.98938 1.68802 5.10317
H -4.78608 -0.39418 0.84939
C -2.92052 2.57654 2.85716
H -1.88237 -0.87877 -6.57675
C 0.00482 0.17087 -3.05857
H 3.37451 3.58491 0.33951
H -2.55944 0.73927 -6.34665
C -4.81239 2.37231 4.48401
C -2.81045 -4.18196 -4.27179
H 3.79972 5.52589 2.53269
O -0.76102 4.88916 0.74228
H 1.50665 0.29714 -7.75150
H -4.99561 -4.13841 -4.38423
C 1.31159 0.82297 -2.78023
H 4.57295 0.66167 -4.33011
H 3.81484 4.34292 -4.40251
C -4.80274 -2.37807 -0.06113
H -5.53933 -1.68340 1.81879
H -2.73668 3.63719 3.04563
H -4.43388 -0.13919 5.69737
H 8.14405 3.18505 2.49987
O 1.79646 0.75754 -1.64428
C -3.47695 0.36229 3.77583
C -4.71331 -1.44109 1.14084
C 2.49133 0.43114 4.23146
H -2.74556 2.01200 4.93520
H -0.27699 6.05113 2.25016
C -0.01758 4.34233 3.26864
C 0.48795 -3.90240 3.47281
H 4.62824 3.23210 -2.52627
C 2.92879 3.70632 -4.46706
N -0.05503 3.92132 0.99602
H -2.18369 0.15910 -7.97274
C 1.73055 -0.73003 4.32624
H -3.66518 2.50286 2.05909
H -3.62714 -5.70511 -2.92925
H -0.24667 6.24117 3.96209
H -2.86132 -6.35410 -4.38164
H -6.34417 -2.84426 -1.54932
H -0.87754 -2.22209 -3.84899
C 4.35140 1.66116 -4.71064
C 0.48234 -0.08170 -7.76870
H -1.63917 -3.14274 -5.79118
C -1.24089 -5.00873 4.70545
Te 4.19514 1.07047 0.94867
H 0.50725 2.63760 -7.39921
O -2.51524 -0.35513 -0.08589
N -0.11741 3.82239 4.49555
N -0.63677 -0.31458 -2.00501
C -3.68049 -2.19636 -1.09776
C -1.62441 -1.22831 -2.09097
H 6.76339 1.04560 1.81811
C -0.55529 0.15882 -4.38551
H 5.26556 2.25832 -4.65213
C 3.52849 -0.00271 6.34863
C 2.38486 -2.83558 -0.41717
C 3.64902 3.10936 1.28089
C 7.19137 3.70202 2.50609
C -2.33004 -1.45972 4.22708
O 0.47033 3.22915 0.13269
C 3.68637 -3.12409 -0.03355
H 3.02579 2.96599 -1.81002
H 2.04267 -3.05919 -1.41953
C -1.41805 -2.64148 4.20156
H 0.04294 4.43118 5.28218
O -3.56000 -1.75137 4.74591
C 6.08333 3.10112 1.91123
C -3.68655 -3.03948 -2.16890
P 0.67072 -1.16503 2.88085
H -0.91675 2.22703 -8.35389
H -5.29294 -0.76389 4.26888
H -6.21253 -1.13023 -1.14934
C 4.75582 5.01394 2.52714
C 1.93359 -1.92998 1.78506
C 1.52087 -2.23245 0.48551
C -1.65884 -4.10487 -5.27189
H 2.86140 -1.78003 7.35273
H 0.33416 1.99577 3.90714
H -4.49228 -3.76473 -2.22460
H 2.62617 3.65823 -5.51470
H 0.50973 -5.99013 3.94451
C -0.43762 0.73552 -6.85149
C -4.13018 -4.00201 -5.03623
```

Calculated values
HOMO energy   -6.066 eV
Frontier orbital gap   5.58 eV
Energy relative to the best compared isomer or geometry (same formula, charge and spin)   13.5 kcal/mol
E   -3763.48663 a.u.

***

| no. | maximum force (eV/A) |
| --- | --- |
| 1 | 0.6 |
| 2 | 0.8 |
| 3 | 2.0 |